Record 1
DFT (wB97M-V/def2-TZVPD) results for a cluster of 2 separate species, C28H31N3O3S in total in a non-equilibrium geometry.

```
! RIJCOSX wB97M-V def2-TZVPD def2/J DEFGRID3
* xyz 0 1
C 0.03 -0.45 3.65
C -0.94 -1.47 3.16
C -2.10 -1.12 2.46
N -2.30 0.25 2.12
C -1.41 0.99 1.43
N -1.82 2.25 1.43
C -1.00 3.42 1.18
C -3.10 2.29 1.97
C -3.40 1.07 2.43
C -3.09 -2.04 2.08
C -4.30 -1.65 1.29
C -2.92 -3.36 2.51
C -1.77 -3.76 3.21
C -1.57 -5.21 3.56
C -0.82 -2.80 3.57
H 0.93 -0.97 3.99
H 0.36 0.28 2.91
H -0.38 0.11 4.50
H 0.03 3.12 0.95
H -1.42 4.00 0.35
H -1.00 4.01 2.10
H -3.59 3.24 1.97
H -4.26 0.71 2.95
H -4.80 -2.57 0.95
H -5.02 -1.11 1.92
H -4.11 -1.05 0.40
H -3.71 -4.08 2.31
H -0.69 -5.33 4.20
H -2.44 -5.63 4.07
H -1.42 -5.80 2.64
H 0.01 -3.06 4.23
C -2.28 1.91 -6.77
O -3.01 1.47 -5.60
C -2.29 1.18 -4.48
C -3.01 0.78 -3.32
C -2.35 0.53 -2.13
C -0.94 0.63 -2.08
C -0.12 0.50 -0.91
N 1.12 0.44 -0.91
S 2.16 -0.02 0.49
C 3.78 0.21 -0.20
C 4.43 -0.87 -0.80
C 5.76 -0.71 -1.18
C 6.44 0.49 -0.99
C 7.88 0.62 -1.36
C 5.73 1.58 -0.46
C 4.40 1.46 -0.07
O 1.92 1.01 1.49
O 1.86 -1.41 0.77
C -0.23 0.99 -3.24
C -0.87 1.26 -4.44
H -3.08 2.10 -7.48
H -1.71 2.83 -6.57
H -1.61 1.12 -7.14
H -4.10 0.72 -3.41
H -2.90 0.26 -1.23
H -0.58 0.63 0.88
H 3.90 -1.81 -0.94
H 6.29 -1.56 -1.62
H 8.23 1.62 -1.14
H 8.48 -0.10 -0.79
H 8.03 0.42 -2.42
H 6.24 2.53 -0.33
H 3.85 2.29 0.36
H 0.85 1.10 -3.17
H -0.27 1.57 -5.31
*
```

Its total energy is -1873.58472 a.u. Its molar mass is 489.64 g mol⁻¹. The calculation puts the HOMO-LUMO gap at 0.21543 hartree.


Record 2
DFT (wB97M-V/def2-TZVPD) results for a structure of composition C28H31N5O2PbSSb2 in a non-equilibrium geometry.

```
! RIJCOSX wB97M-V def2-TZVPD def2/J DEFGRID3
* xyz 2 1
Pb 0.68 0.02 -1.90
C -6.03 -0.41 -0.67
Sb -3.96 -0.56 -0.45
C -4.04 -0.28 1.64
C -0.58 -4.39 -2.15
C -1.24 -5.15 -1.20
C -2.62 -5.54 -1.46
C -3.25 -6.15 -0.47
C -2.68 -6.43 0.75
C -1.42 -5.98 1.12
C -0.61 -5.31 0.18
C 0.72 -4.84 0.44
Sb 0.72 -2.58 0.63
C -0.16 -2.47 2.58
C 2.74 -2.95 1.19
H -6.36 -1.09 0.16
H -6.33 -0.77 -1.68
H -6.34 0.59 -0.46
H -4.17 0.82 1.72
H -3.18 -0.57 2.20
H -4.85 -0.85 2.13
H 0.42 -4.00 -2.06
H -1.06 -4.42 -3.16
H -3.01 -5.41 -2.42
H -4.26 -6.54 -0.64
H -3.20 -7.04 1.47
H -1.09 -6.22 2.11
H 1.33 -5.06 -0.45
H 1.37 -5.12 1.22
H 0.43 -3.25 3.11
H -1.16 -2.86 2.46
H -0.01 -1.52 3.05
H 2.85 -3.57 2.07
H 3.12 -1.99 1.54
H 3.28 -3.26 0.26
C 3.30 7.06 -2.68
C 3.22 5.66 -2.16
C 3.60 5.42 -0.82
C 3.48 4.13 -0.36
C 3.10 3.08 -1.24
C 2.85 3.40 -2.57
C 2.83 4.66 -3.06
S 3.05 1.40 -0.77
O 2.97 0.57 -2.02
O 4.02 1.01 0.23
N 1.55 1.17 -0.17
C 1.10 1.46 1.14
C 1.96 2.08 2.12
C 1.40 2.38 3.40
C 0.13 1.92 3.67
C -0.54 1.20 2.68
N -0.09 0.98 1.42
H 3.88 7.12 -3.55
H 3.68 7.72 -1.93
H 2.29 7.36 -3.00
H 4.02 6.15 -0.10
H 3.72 3.90 0.70
H 2.60 2.58 -3.25
H 2.61 4.81 -4.09
H 2.99 2.31 1.90
H 2.04 2.98 4.04
H -0.25 1.91 4.68
H -1.45 0.67 2.89
N -3.79 1.70 -1.23
C -2.70 2.27 -1.35
C -1.52 2.98 -1.42
C -0.71 2.57 -2.62
N 0.02 2.09 -3.31
C -0.97 3.85 -0.38
N -0.42 4.57 0.35
*
```

Its total energy is -2580.59631 a.u. Its molar mass is 952.38 g mol⁻¹. The calculation puts the HOMO-LUMO gap at 0.18277 hartree.


Record 3
DFT (wB97M-V/def2-TZVPD) results for a structure of composition C28H32AsNO2S3Sr.

```
! RIJCOSX wB97M-V def2-TZVPD def2/J DEFGRID3
* xyz 2 1
Sr -0.60 1.36 -0.27
C -2.11 -1.82 2.04
C -2.44 -1.53 0.61
O -1.75 -0.69 0.00
C -3.52 -2.24 -0.08
C -4.34 -3.14 0.60
C -5.36 -3.80 -0.07
C -5.56 -3.56 -1.42
C -4.75 -2.67 -2.11
C -3.74 -2.01 -1.44
H -1.39 -1.09 2.42
H -1.64 -2.81 2.10
H -3.00 -1.85 2.67
H -4.19 -3.35 1.66
H -5.98 -4.51 0.46
H -6.36 -4.08 -1.94
H -4.91 -2.49 -3.16
H -3.08 -1.34 -1.98
C -3.22 2.10 1.61
As -3.09 3.23 0.04
C -4.72 4.23 0.01
C -3.12 2.14 -1.58
S -1.32 4.35 0.13
H -3.95 1.29 1.51
H -3.52 2.77 2.41
H -2.24 1.70 1.90
H -5.56 3.54 0.05
H -4.74 4.81 -0.92
H -4.72 4.91 0.86
H -4.03 2.37 -2.13
H -3.13 1.06 -1.38
H -2.27 2.44 -2.20
S 0.76 1.01 -2.86
C 2.19 1.94 -2.87
N 2.82 2.09 -4.06
C 3.97 2.79 -4.25
C 4.57 3.40 -3.20
C 3.97 3.28 -1.94
C 2.81 2.57 -1.77
H 2.37 1.65 -4.86
H 4.34 2.81 -5.27
H 5.49 3.95 -3.35
H 4.43 3.76 -1.08
H 2.36 2.48 -0.79
O 1.16 0.74 0.99
S 2.34 0.38 1.90
C 1.94 -1.23 2.53
C 1.92 -2.36 1.72
C 1.55 -3.57 2.28
C 1.20 -3.65 3.62
C 1.22 -2.51 4.42
C 1.60 -1.29 3.87
C 3.68 0.02 0.79
C 3.45 -0.13 -0.57
C 4.53 -0.41 -1.39
C 5.81 -0.53 -0.86
C 6.02 -0.36 0.51
C 4.95 -0.08 1.34
H 2.22 -2.30 0.68
H 1.55 -4.47 1.67
H 0.93 -4.60 4.05
H 0.96 -2.58 5.47
H 1.63 -0.40 4.49
H 2.46 -0.02 -0.98
H 4.38 -0.54 -2.46
H 6.65 -0.76 -1.50
H 7.01 -0.45 0.92
H 5.10 0.06 2.40
*
```

Its total energy is -4752.07029 a.u. Its molar mass is 673.31 g mol⁻¹. The calculation puts the HOMO-LUMO gap at 0.29763 hartree.